ORCA calculation (wB97M-V/def2-TZVPD) on a molecular structure, C32H15Cl7N3O2Ti.

Geometry as XYZ:
```
60
Properties=species:S:1:pos:R:3:lowdin_charge:R:1
Ti -0.05643 0.50754 -0.40465 1.013
Cl -0.49560 4.21164 5.38719 0.598
Cl -5.55069 4.28328 -1.42268 0.654
Cl -2.79952 5.49192 -0.51926 0.665
Cl -0.30401 3.57115 -0.21844 0.738
Cl -5.77056 1.22897 -2.02655 0.652
Cl -3.26402 -0.60990 -1.70656 0.678
Cl -3.38276 0.60053 2.59982 0.681
O -0.83222 0.04106 1.26088 -0.241
O 1.75662 0.27882 0.78309 -0.190
N 0.43263 0.79972 -2.59918 0.047
N 0.20188 -1.34714 -1.02977 -0.050
N 3.66843 -5.60463 3.46534 0.134
C 0.48121 -3.77428 -0.71853 -0.035
C -3.13710 1.09485 -1.36098 -0.688
C 0.55349 0.63075 -5.37290 -0.006
C 0.49584 -2.81795 -2.94618 -0.154
C -2.95178 3.80432 -0.84088 -0.704
C 2.65302 -3.29251 1.08606 0.007
C 1.62759 1.49193 1.58242 -0.160
C 2.46747 -2.31043 3.29351 -0.013
C 0.53251 2.63700 3.44612 -0.097
C 0.43029 -0.41826 -3.21679 -0.139
C 0.49869 1.65762 2.43112 -0.254
C 0.58046 -2.40341 -0.10739 -0.249
C -0.74709 0.98500 2.22653 -0.375
C -1.86495 2.94749 -0.71202 -0.669
C 0.48405 1.88830 -3.34078 -0.109
C 3.27364 -4.62525 3.01015 -0.192
C 0.51538 -0.55861 -4.61533 -0.158
C 2.77591 -3.39616 2.43901 -0.250
C 2.05145 -2.09215 0.44209 -0.153
C -1.82724 2.36006 3.93267 -0.172
C 0.58063 -1.85737 -5.17764 -0.054
C 0.53431 1.84478 -4.74018 -0.045
C -4.16822 3.26451 -1.24422 -0.703
C -0.60608 2.96685 4.15181 -0.683
C 2.12424 -1.06770 2.73183 0.006
C 0.45859 -3.95758 -2.03739 -0.032
C -1.85730 1.36931 2.95325 -0.589
C 0.37186 -1.55965 -2.36603 -0.187
C -4.26387 1.89892 -1.51258 -0.703
C 0.58283 -2.94481 -4.34548 -0.037
C -1.91155 1.58810 -0.94765 -0.260
C 2.00280 -0.93130 1.38452 -0.205
H 0.38844 -4.95590 -2.45587 0.108
H -2.71460 2.63408 4.48102 0.089
H 0.56370 2.77163 -5.29634 0.103
H 2.60367 1.85821 1.86726 0.095
H 0.43205 -4.61965 -0.04301 0.112
H 0.64494 -3.94410 -4.76311 0.109
H 2.93385 -4.12286 0.45251 0.120
H 1.45604 3.16535 3.64705 0.104
H 2.61357 -1.82000 -0.46039 0.163
H 0.60266 0.56717 -6.45373 0.115
H 2.54776 -2.42793 4.36409 0.109
H 0.63846 -1.96922 -6.25267 0.102
H 0.48095 2.83379 -2.81344 0.090
H 1.96718 -0.20398 3.36092 0.118
H -0.07529 -2.34505 0.76476 0.148
```

Calculated values
- Kohn-Sham gap (spin up / spin down): 5.25 / 5.21 eV
- Total charge: -1
- E_HOMO (spin up / spin down): -0.1328 / -0.1326 Ha
- 2S+1: 3

---

ORCA calculation (wB97M-V/def2-TZVPD) on a molecular structure, C32H16BF4N8Re.

Geometry as XYZ:
```
62
Properties=species:S:1:pos:R:3:lowdin_charge:R:1
Re -0.00538 0.30370 -0.20923 1.680
F -1.49008 -1.00544 2.81105 0.252
F -0.85751 -3.17574 2.48762 0.288
F -2.43523 -2.21439 1.12666 0.263
F 0.19588 -1.31266 0.68858 -0.351
N -0.66436 -0.09533 -2.03678 -0.043
N -1.60697 2.17828 2.15393 0.226
N -3.07562 -0.18889 -1.61308 0.226
N 2.93151 1.84670 0.59265 0.220
N 1.45926 -0.49134 -3.19130 0.220
N 0.51604 1.78937 0.99634 -0.042
N -1.94604 0.70148 0.30043 -0.020
N 1.87612 0.42086 -1.01691 -0.019
C -1.43230 -2.43899 -5.93103 -0.041
C -0.28981 2.26934 2.02988 -0.220
C 2.93829 1.13094 -0.49150 -0.231
C -0.38356 -1.88916 -5.22357 0.014
C -6.50963 1.34280 0.81144 -0.045
C 0.23352 3.56934 4.18948 0.015
C 5.79600 0.56672 -3.49188 -0.045
C -3.06728 -1.71465 -4.28400 0.015
C 1.28257 4.10546 4.90687 -0.041
C 1.86300 2.83624 2.53655 -0.103
C -2.36519 1.50950 1.33947 -0.241
C -3.06200 0.38444 -0.44752 -0.239
C -3.83121 1.56730 1.35517 -0.101
C -4.71565 2.17960 2.21633 0.016
C 4.48628 0.09856 -3.58932 0.014
C -2.01034 -1.15448 -3.56871 -0.102
C -6.07362 2.04843 1.92790 -0.045
C 6.23308 1.26000 -2.36804 -0.045
C 4.09067 1.03176 -1.39512 -0.106
C -5.60531 0.74051 -0.06267 0.016
C 1.84001 2.11455 1.29827 -0.220
C 2.60996 4.01057 4.45021 -0.041
C -0.69341 -1.24058 -4.02924 -0.103
C 2.23952 0.02189 -2.28813 -0.231
C -2.75777 -2.35302 -5.46693 -0.041
C 2.92126 3.37673 3.26528 0.014
C 0.14228 -0.58825 -3.06435 -0.220
C 0.54410 2.93164 2.98977 -0.101
C 5.37813 1.51335 -1.29619 0.014
C -4.26673 0.86331 0.23990 -0.102
C 3.65415 0.33946 -2.51753 -0.105
C -1.98472 -0.44750 -2.32156 -0.218
B -1.56200 -2.13396 2.11686 -0.911
H 3.40007 4.44592 5.04700 0.114
H 0.63743 -1.95227 -5.57302 0.121
H -7.57072 1.26308 0.61770 0.113
H -4.08255 -1.64597 -3.91934 0.122
H 4.13740 -0.43275 -4.46402 0.121
H 1.08684 4.61078 5.84296 0.114
H -6.80322 2.50537 2.58264 0.113
H -5.93718 0.19677 -0.93634 0.122
H 6.48594 0.39140 -4.30612 0.113
H 5.70876 2.05985 -0.42377 0.121
H 7.25513 1.61153 -2.32831 0.113
H -0.78887 3.63600 4.53412 0.122
H -3.54752 -2.80042 -6.05520 0.114
H -4.36982 2.73265 3.07868 0.122
H -1.23770 -2.94978 -6.86441 0.114
H 3.93872 3.29819 2.90875 0.121
```

Calculated values
- Kohn-Sham gap (spin up / spin down): 4.85 / 5.16 eV
- Total charge: +1
- E_HOMO (spin up / spin down): -0.3546 / -0.3946 Ha
- 2S+1: 2

---

ORCA calculation (wB97M-V/def2-TZVPD) on a molecular structure, C32H20BrI2NO5PTa.

Geometry as XYZ:
```
63
Properties=species:S:1:pos:R:3:lowdin_charge:R:1
Ta 0.46695 0.27418 1.69363 0.986
I 1.27051 2.90107 0.98833 1.223
I 2.93351 -0.54736 1.59918 0.444
Br 1.28788 1.58069 4.39532 0.822
P 0.33707 0.01097 -0.99690 0.966
O -3.77042 -2.23149 1.04382 0.190
O -5.67655 -0.05195 1.74528 0.234
O -1.09740 1.40482 2.07446 -0.323
O -4.19715 2.33549 2.35438 0.211
O -0.96182 -0.99012 1.39041 -0.275
N 0.26517 -0.85741 3.73341 -0.137
C 1.54575 1.29542 -4.63900 -0.024
C -2.37755 -0.63891 -1.66500 -0.045
C 4.29346 4.02368 -1.67998 -0.033
C 2.56122 2.17257 -4.38670 0.009
C 0.60818 -0.16944 4.80573 -0.663
C -3.49990 -1.11236 1.34962 -0.281
C -0.06464 -2.73246 -0.79007 -0.103
C 0.09303 -1.98097 6.23713 0.002
C 1.23237 1.03643 -2.22209 -0.289
C 0.56721 -0.68760 6.09432 -0.038
C 2.01085 -2.02820 -1.82360 -0.097
C 0.89367 0.71884 -3.54145 -0.047
C -1.35825 0.30573 -1.37900 -0.370
C -3.70177 -0.21638 -1.78299 -0.042
C -3.70113 1.29984 2.07235 -0.242
C -0.20352 -2.12265 3.90159 -0.074
C -4.02641 1.12663 -1.63774 -0.030
C 1.52173 -4.37365 -1.50867 -0.049
C -2.20947 -0.47875 1.53761 -0.234
C 0.32163 -4.05644 -0.92961 -0.051
C 2.38185 -3.36614 -1.93434 -0.045
C -1.72155 1.64360 -1.19369 -0.113
C 2.51494 2.68274 -0.70269 -0.538
C -3.03527 2.03577 -1.31418 -0.046
C 2.88393 2.59294 -3.07568 -0.133
C 3.53758 3.60424 -0.57704 -0.168
C -4.49383 0.00198 1.70904 -0.214
C 3.94637 3.54252 -2.91409 0.020
C 0.75680 -1.71104 -1.26044 -0.388
C -0.29170 -2.72472 5.13152 0.000
C -2.29263 0.80429 1.96846 -0.199
C 2.19655 2.03507 -1.95368 -0.189
H 3.35361 -3.63639 -2.33921 0.121
H 4.46380 3.81721 -3.81964 0.128
H -2.13680 -1.69112 -1.83728 0.114
H -5.07005 1.41784 -1.75825 0.133
H 3.12060 2.54594 -5.23888 0.134
H 3.74041 3.99706 0.40849 0.083
H 1.28310 0.99910 -5.65004 0.129
H -4.46214 -0.93171 -2.03309 0.124
H 0.86859 -0.09154 6.94016 0.126
H -0.96040 2.37852 -1.00152 0.066
H 1.76452 -5.42009 -1.62149 0.122
H -0.30307 -4.86133 -0.55623 0.124
H 5.07726 4.75164 -1.58764 0.122
H -0.99326 -2.51113 -0.28618 0.083
H 0.12671 -0.03822 -3.72528 0.128
H 2.71543 -1.25257 -2.13925 0.113
H 0.01994 -2.43305 7.23685 0.145
H -0.46526 -2.68539 3.00763 0.131
H -0.58930 -3.75557 5.20088 0.131
H -3.30093 3.04932 -1.11703 0.119
```

Calculated values
- Kohn-Sham gap: 6.51 eV
- Total charge: +2
- E_HOMO: -0.5163 Ha
- ΔE to the lowest compared entry with this formula, charge and spin: 0.0000 eV
- 2S+1: 1